This record from OMol25 describes an isolated molecule of C4H11N2O2P at a distorted geometry. The level of theory is ωB97M-V with the def2-TZVPD basis set.

Positions of all 20 atoms, in Å:
C (2.50268, -1.18867, 0.07211)
C (1.56817, -0.45036, -0.63924)
C (1.43586, -0.76030, -2.17609)
C (-2.80362, 1.48750, 1.15618)
N (-0.82019, -1.49743, 0.91204)
N (-1.28201, 1.25390, 1.06951)
O (-1.57785, -0.15966, -1.19645)
O (0.68589, 0.39370, -0.06600)
P (-0.84462, -0.03381, 0.06131)
H (2.94607, -0.92175, 1.10404)
H (3.00286, -1.91925, -0.49662)
H (0.71485, -1.52116, -2.34040)
H (1.15940, 0.19066, -2.71946)
H (2.39572, -1.01589, -2.41931)
H (-2.80900, 2.56271, 1.45448)
H (-3.16605, 1.54486, 0.07827)
H (-3.54972, 0.94753, 1.79881)
H (-1.48024, -2.11272, 0.78743)
H (-0.49478, -1.62390, 1.83376)
H (-0.77249, 1.15668, 1.94783)

Results
**Total energy**: -760.24542 a.u.
**Gap between HOMO and LUMO (spin up / spin down)**: 0.2253 / 0.3043 Ha
**⟨S²⟩**: 2.006
**Maximum force**: 6.65 eV/Å
**Multiplicity**: 3

---

This record from OMol25 describes C4H11N2O2Sn as an isolated structure at a distorted geometry. The level of theory is ωB97M-V with the def2-TZVPD basis set.

Positions of all 20 atoms, in Å:
Sn (2.57502, -13.94357, -14.88532)
C (0.13686, -12.67551, -14.84020)
C (-0.22255, -14.15895, -14.44761)
C (-0.79004, -14.78719, -15.74374)
O (0.79535, -14.91112, -13.84553)
H (1.04788, -12.53015, -15.42073)
H (0.15905, -12.01292, -13.97500)
H (-0.68625, -12.32537, -15.46309)
H (-1.06379, -13.97284, -13.77995)
H (-0.92825, -15.86384, -15.64463)
H (-0.07389, -14.64094, -16.55234)
H (-1.69189, -14.31742, -16.13631)
C (3.46433, -12.01287, -16.81132)
O (2.74242, -12.85579, -16.30716)
N (3.64291, -11.84658, -18.04201)
N (4.22614, -11.29549, -16.07899)
H (4.15005, -11.00980, -18.29243)
H (3.10945, -12.41193, -18.68692)
H (4.15689, -11.62451, -15.12660)
H (4.82884, -10.54455, -16.38383)

Results
**Total energy**: -632.97496 a.u.
**Gap between HOMO and LUMO**: 0.2781 Ha
**Maximum force**: 11.31 eV/Å
**Charge**: +1